1.
Below is a cluster of 2 separate species, C10H11N5 in total, with properties calculated with ωB97M-V/def2-TZVPD.

As for the HOMO energy: -9.140 eV.

Positions of all 26 atoms, in Å:
C 0.4355 2.6727 0.1845
C 0.6350 1.9665 1.3388
C -0.3718 2.1053 -0.7548
C 0.0985 0.6759 1.5364
C -0.9293 0.8906 -0.5954
C -0.6935 0.1349 0.5417
C 2.0264 -1.6913 -0.8140
C -1.8263 0.1143 -1.5327
C -2.4902 -1.0030 -0.6087
C -1.6150 -1.0615 0.6371
N 3.1595 -0.1521 0.3196
N 2.3960 -0.4147 -0.7021
N 2.5613 -2.1415 0.3326
N 3.3004 -1.1631 1.0033
N -1.5097 -1.9517 1.5496
H 0.9416 3.5835 -0.1660
H 1.1975 2.5818 2.1409
H -0.6120 2.7176 -1.6267
H 0.4454 0.1319 2.3712
H -2.5766 0.8643 -1.9827
H -1.2022 -0.4290 -2.3170
H -3.4239 -0.7224 -0.3686
H -2.5510 -1.9966 -1.2490
H -2.0937 -2.7546 1.4643
H 2.6329 -3.1386 0.6521
H 2.0654 0.1808 -1.3546

***

2.
Below is a structure of composition C10H11NO3S, with properties calculated with ωB97M-V/def2-TZVPD.

As for the HOMO energy: -8.840 eV.

Positions of all 26 atoms, in Å:
C 2.7762 -3.1876 0.0346
C 2.3561 -2.5413 1.2197
C 2.4542 -2.7356 -1.2121
C 1.6370 -1.3960 1.0625
C 1.6903 -1.6095 -1.3661
C 1.2359 -0.9364 -0.2185
C -0.2845 0.6706 0.7742
C -1.4733 1.2420 -0.0106
C -2.8022 0.5624 0.3115
C -1.5228 2.7771 0.0949
N 0.3992 0.1420 -0.3044
O 0.0164 0.7742 1.9504
O -0.1239 1.5718 -2.3408
O -1.1656 -0.6973 -2.1449
S -0.6992 0.5175 -1.5420
H 3.3686 -4.1159 -0.0147
H 2.5736 -2.9610 2.1935
H 2.7984 -3.3081 -2.0864
H 1.3775 -0.8308 2.0173
H 0.9554 -1.4558 -2.2384
H -2.7733 -0.3590 -0.0398
H -3.5570 1.1632 -0.0254
H -3.0652 0.4843 1.4096
H -2.2510 3.2385 -0.4883
H -0.5593 3.2131 -0.1698
H -1.9139 2.9133 1.1097

***

3.
Below is an isolated molecule of C10H11NS, with properties calculated with ωB97M-V/def2-TZVPD.

As for the HOMO energy: -7.239 eV.

Positions of all 23 atoms, in Å:
C 2.6147 0.2107 1.6036
C 1.9131 0.1041 2.7632
C 2.0483 0.6811 0.4476
C 0.5487 0.3890 2.7758
C 0.6493 0.7658 0.3687
C -0.1429 0.6398 1.5989
C -1.3528 0.9690 -0.7026
C -1.2231 -0.3383 -1.5580
C -1.0183 -1.4962 -0.6448
C -1.3744 -0.2804 -3.0331
N 0.0171 1.1107 -0.7853
S -1.8345 0.8652 1.1535
H 3.6777 0.0757 1.7082
H 2.2866 -0.1512 3.6660
H 2.6141 0.8040 -0.4988
H -0.1738 0.3441 3.6541
H -2.1452 1.5967 -1.1231
H -0.9619 -2.3322 -1.2668
H -1.8640 -1.7063 -0.0519
H -0.0277 -1.2075 -0.0405
H -0.5688 0.2286 -3.4131
H -2.2354 0.1509 -3.2608
H -1.4468 -1.4229 -3.3607

***

4.
Below is a structure of composition C10H12BBa2Br6O8, with properties calculated with ωB97M-V/def2-TZVPD.

Its total charge is +3. As for the HOMO energy: -15.017 eV.

Positions of all 39 atoms, in Å:
Ba -6.2452 -3.9686 -2.0899
Ba -1.5420 5.3147 0.3657
O 0.8578 0.5359 0.3878
C -0.2264 0.2935 -0.0189
O -0.7908 -0.8718 -0.2815
B -2.1918 -0.6858 -0.6233
O -2.4472 0.7523 -0.5403
C -1.3041 1.3654 -0.2565
O -1.1098 2.5465 -0.1768
O -3.0824 -1.4759 0.2837
C -3.7503 -2.3578 -0.3876
O -4.5809 -3.1726 -0.0396
C -3.3135 -2.2417 -1.8620
O -2.4438 -1.2980 -1.9764
O -3.8003 -2.9368 -2.7449
Br 1.7214 4.6173 -0.3046
C 3.5795 4.0245 0.1982
C 3.5292 2.6030 0.6791
Br 5.2768 2.1967 1.3827
H 3.9065 4.7574 0.9261
H 4.1145 4.1739 -0.7336
H 3.3267 1.9032 -0.1224
H 2.8065 2.4749 1.4771
Br 2.1015 0.1358 5.1534
C 1.0165 1.7307 4.9803
C 0.4239 1.6945 3.5965
Br -0.1994 3.5266 3.1140
H 1.6394 2.5953 5.1786
H 0.2521 1.6593 5.7476
H -0.4776 1.0939 3.5434
H 1.1161 1.3717 2.8262
Br -0.6447 -4.6948 -1.5153
C -0.3506 -3.6557 -3.1223
C 0.8784 -4.1265 -3.8604
Br 0.5538 -5.8441 -4.6915
H -0.2241 -2.6192 -2.8178
H -1.2079 -3.7577 -3.7816
H 1.7418 -4.2111 -3.2101
H 1.0902 -3.4488 -4.6831

***

Max |F| list, top to bottom, in hartree/bohr: 0.09594; 0.09652; 0.12552; 0.03152
E list, top to bottom, in hartree: -661.31850; -1066.25586; -840.45346; -16509.50984
Energy above the lowest of the compared OMol25 structures with the same formula, charge and spin list, top to bottom, in kcal per mole: 0.0; 67.8; 60.3; 0.0